1.
2 unconnected molecules or ions with the total composition C7H12N3. Source: the OMol25 dataset; level of theory: ωB97M-V with the def2-TZVPD basis set.

Each atom is followed by the atoms it is bonded to, with distances in Å.
Cartesian coordinates (Å):
1 C 0.44166 0.81194 -1.49300  C2 1.363, N9 1.405, H11 1.155
2 C -0.06142 0.32978 -0.32172  C1 1.363, N10 1.383
3 C 0.13918 2.52327 -0.04826  C5 1.481, N9 1.356, N10 1.360
4 C -0.00770 -1.49137 0.82707  C7 1.409, N8 1.166
5 C 0.38219 3.76623 0.72038  C3 1.481, H12 1.089, H13 1.055, H14 1.075
6 C 0.65681 -3.98579 0.39146  C7 1.566, H15 1.097, H16 1.053, H17 1.033
7 C -0.08124 -2.65245 0.03261  C4 1.409, C6 1.566, H18 1.177, H19 1.118
8 N 0.13527 -0.88132 1.81074  C4 1.166, H20 1.078
9 N 0.56789 2.19644 -1.29275  C1 1.405, C3 1.356, H21 1.012
10 N -0.20637 1.36769 0.58074  C2 1.383, C3 1.360, H22 1.071
11 H 0.57434 0.17679 -2.44847  C1 1.155
12 H 1.27131 3.84818 1.34319  C5 1.089
13 H 0.34377 4.52432 -0.01193  C5 1.055
14 H -0.45843 3.90430 1.37642  C5 1.075
15 H 0.90437 -3.93583 1.45860  C6 1.097
16 H 1.51077 -4.21944 -0.17849  C6 1.053
17 H -0.02809 -4.75680 0.32788  C6 1.033
18 H -1.22832 -2.90866 -0.03813  C7 1.177
19 H 0.31693 -2.37163 -0.97346  C7 1.118
20 H 0.09207 -1.27144 2.81496  N8 1.078
21 H 0.46173 2.84056 -2.06604  N9 1.012
22 H -0.69367 1.37478 1.53392  N10 1.071

2S+1	1
M	138.19	Da
energy above the lowest of the compared OMol25 structures with the same formula, charge and spin	4.352	eV
charge	+1
maximum force	0.1425	Eh/bohr
HOMO	-12.767	eV

2.
A gas-phase ion, C7H12N3S (charge +1). Source: the OMol25 dataset; level of theory: ωB97M-V with the def2-TZVPD basis set.

Each atom is followed by the atoms it is bonded to, with distances in Å.
Cartesian coordinates (Å):
1 C -2.91719 -0.11016 1.80309  C2 1.346, N8 1.350, H12 1.078
2 C -1.89616 -0.80394 1.26742  C1 1.346, N9 1.345, H13 1.082
3 C -1.91999 1.12249 0.36970  N8 1.340, N9 1.355, H14 1.169
4 C -0.04192 -0.38837 -0.26620  N9 1.408, S11 1.619
5 C -4.09769 2.00494 1.23406  N8 1.439, H15 1.077, H16 1.082, H17 1.065
6 C 4.73464 -0.93348 -1.48571  N10 1.482, H18 1.105, H19 1.156, H20 1.067
7 C 2.29640 -0.64982 -1.40073  N10 1.436, S11 1.820, H21 1.221, H23 1.026
8 N -3.01628 1.06078 1.13828  C1 1.350, C3 1.340, C5 1.439
9 N -1.15386 0.01222 0.49844  C2 1.345, C3 1.355, C4 1.408
10 N 3.40441 -1.55722 -1.29522  C6 1.482, C7 1.436, H22 1.026
11 S 1.50176 -0.14528 0.15721  C4 1.619, C7 1.820
12 H -3.67168 -0.51595 2.45729  C1 1.078
13 H -1.50129 -1.75733 1.59322  C2 1.082
14 H -1.69371 2.07896 -0.26399  C3 1.169
15 H -4.60152 1.65043 2.11755  C5 1.077
16 H -3.66820 2.99826 1.25237  C5 1.082
17 H -4.69382 1.77492 0.38143  C5 1.065
18 H 4.97337 -0.29203 -0.61778  C6 1.105
19 H 5.60637 -1.69199 -1.46117  C6 1.156
20 H 4.91135 -0.45411 -2.42200  C6 1.067
21 H 1.33029 -0.99246 -2.06438  C7 1.221
22 H 3.40906 -2.56578 -1.10521  N10 1.026
23 H 2.70564 0.15492 -1.88765  C7 1.026

2S+1	1
M	170.26	Da
energy above the lowest of the compared OMol25 structures with the same formula, charge and spin	4.185	eV
charge	+1
maximum force	0.0994	Eh/bohr
HOMO	-11.832	eV

3.
A gas-phase ion, C7H12N3S2 (charge +1). Source: the OMol25 dataset; level of theory: ωB97M-V with the def2-TZVPD basis set.

Each atom is followed by the atoms it is bonded to, with distances in Å.
Cartesian coordinates (Å):
1 C 1.08994 -1.04585 1.05744  C2 1.361, C4 1.429, H13 1.081
2 C 0.66537 0.01667 1.79479  C1 1.361, C3 1.479, N9 1.369
3 C -0.01024 1.22173 1.26621  C2 1.479, C5 1.336, N10 1.373
4 C 0.90192 -1.28879 -0.33843  C1 1.429, N8 1.270, S11 1.760
5 C -0.52552 1.36073 0.04181  C3 1.336, S12 1.623
6 C 1.28712 -2.82669 -2.63367  S11 1.812, H14 1.086, H15 1.088, H16 1.086
7 C -2.74537 1.85297 -1.44527  S12 1.833, H17 1.085, H18 1.085, H19 1.085
8 N 0.21696 -0.51324 -1.07454  C4 1.270, H20 1.007
9 N 0.95288 0.07200 3.13246  C2 1.369, H21 1.009, H22 1.007
10 N -0.23340 2.22848 2.17260  C3 1.373, H23 1.009, H24 1.006
11 S 1.65727 -2.79095 -0.86008  C4 1.760, C6 1.812
12 S -0.99522 2.32490 -1.17591  C5 1.623, C7 1.833
13 H 1.61884 -1.83169 1.57816  C1 1.081
14 H 1.70785 -1.94856 -3.11489  C6 1.086
15 H 0.21289 -2.90009 -2.78743  C6 1.088
16 H 1.77062 -3.71843 -3.02061  C6 1.086
17 H -2.79128 0.79035 -1.65833  C7 1.085
18 H -3.09039 2.42510 -2.30058  C7 1.085
19 H -3.33545 2.09282 -0.56750  C7 1.085
20 H 0.07076 -0.66475 -2.05895  N8 1.007
21 H 1.42450 -0.73372 3.51413  N9 1.009
22 H 0.27022 0.48027 3.74996  N9 1.007
23 H 0.42300 2.29025 2.93581  N10 1.009
24 H -0.54328 3.10646 1.79284  N10 1.006

2S+1	1
M	202.33	Da
energy above the lowest of the compared OMol25 structures with the same formula, charge and spin	0.577	eV
charge	+1
maximum force	0.0504	Eh/bohr
HOMO	-12.157	eV

4.
A gas-phase ion, C7H12N3S3 (charge +1). Source: the OMol25 dataset; level of theory: ωB97M-V with the def2-TZVPD basis set.

Each atom is followed by the atoms it is bonded to, with distances in Å.
Cartesian coordinates (Å):
1 C -0.32948 -2.45334 -1.36915  C2 1.374, N8 1.345, H14 1.180
2 C 0.15816 -3.29810 -0.40108  C1 1.374, N9 1.379, H15 1.049
3 C -0.01694 -1.34375 0.50289  N8 1.382, N9 1.333, S13 1.802
4 C -1.01190 2.82014 -1.21012  C5 1.642, N10 1.410, H16 1.061, H17 1.152
5 C -0.67643 3.75260 0.09851  C4 1.642, S11 1.846, H18 1.180, H19 1.179
6 C 0.36798 1.36145 0.21820  N10 1.756, S11 1.812, S12 1.763, S13 1.833
7 C 1.02358 -3.00358 1.96560  N9 1.428, H20 1.037, H21 1.073, H22 1.136
8 N -0.49896 -1.25176 -0.78885  C1 1.345, C3 1.382, H24 1.020
9 N 0.36788 -2.59248 0.76549  C2 1.379, C3 1.333, C7 1.428
10 N -1.09488 1.49247 -0.74417  C4 1.410, C6 1.756, H23 1.020
11 S 0.78293 2.97847 0.92177  C5 1.846, C6 1.812
12 S 1.62869 0.81151 -0.88397  C6 1.763, H25 1.256
13 S 0.15420 0.11595 1.54624  C3 1.802, C6 1.833
14 H -0.56765 -2.75126 -2.48537  C1 1.180
15 H 0.27178 -4.33504 -0.51423  C2 1.049
16 H -1.87617 3.13094 -1.74140  C4 1.061
17 H -0.12152 2.78382 -1.94015  C4 1.152
18 H -0.44645 4.90317 -0.03042  C5 1.180
19 H -1.58101 3.69252 0.85251  C5 1.179
20 H 1.40861 -3.94083 1.74608  C7 1.037
21 H 1.80803 -2.28392 2.10189  C7 1.073
22 H 0.40116 -3.01615 2.91628  C7 1.136
23 H -1.93732 1.43335 -0.17222  N10 1.020
24 H -0.80517 -0.32828 -1.09577  N8 1.020
25 H 2.59088 1.32209 -0.25857  S12 1.256

2S+1	1
M	234.40	Da
energy above the lowest of the compared OMol25 structures with the same formula, charge and spin	0.349	eV
charge	+1
maximum force	0.0776	Eh/bohr
HOMO	-12.247	eV

5.
A gas-phase ion, C7H12N4 (charge +2). Source: the OMol25 dataset; level of theory: ωB97M-V with the def2-TZVPD basis set.

Each atom is followed by the atoms it is bonded to, with distances in Å.
Cartesian coordinates (Å):
1 C -2.14140 -2.03013 -0.53201  C4 1.535, N8 1.278, H12 1.053
2 C 0.01670 -1.50271 0.18583  C4 1.468, N9 1.249, N11 1.571
3 C 0.29279 0.56032 -1.03400  C5 1.439, N10 1.283, N11 1.517
4 C -0.96763 -2.58697 0.28556  C1 1.535, C2 1.468, H13 1.149, H14 1.160
5 C 1.53639 0.07902 -0.49270  C3 1.439, C6 1.545, N9 1.475, H15 1.100
6 C 2.20351 1.02794 0.52824  C5 1.545, H16 1.047, H17 1.061, H18 1.090
7 C -1.24687 0.46112 0.84642  N11 1.482, H19 1.106, H20 1.162, H21 1.131
8 N -2.00082 -0.82314 -0.92688  C1 1.278, N11 1.453
9 N 1.23466 -1.23797 0.09892  C2 1.249, C5 1.475
10 N -0.06706 1.59699 -1.69955  C3 1.283, H22 1.014, H23 1.102
11 N -0.78480 -0.26669 -0.35880  C2 1.571, C3 1.517, C7 1.482, N8 1.453
12 H -2.98082 -2.64122 -0.70555  C1 1.053
13 H -0.98985 -2.95780 1.37244  C4 1.149
14 H -0.47440 -3.46952 -0.28222  C4 1.160
15 H 2.22217 -0.25944 -1.28300  C5 1.100
16 H 1.47957 1.33638 1.21948  C6 1.047
17 H 2.62477 1.71685 -0.15959  C6 1.061
18 H 2.88575 0.33905 1.02739  C6 1.090
19 H -1.82006 1.40670 0.82530  C7 1.106
20 H -1.95215 -0.11329 1.56874  C7 1.162
21 H -0.26128 0.55876 1.39298  C7 1.131
22 H 0.57986 2.35564 -1.88401  N10 1.014
23 H -1.14249 1.74029 -1.89390  N10 1.102

2S+1	1
M	152.20	Da
SMILES	C[C@H]1N=C2CC=N[N@+]2(C)C1=[NH2+]
energy above the lowest of the compared OMol25 structures with the same formula, charge and spin	5.438	eV
charge	+2
maximum force	0.0785	Eh/bohr
HOMO	-19.142	eV

6.
3 unconnected molecules or ions with the total composition C7H12N4. Source: the OMol25 dataset; level of theory: ωB97M-V with the def2-TZVPD basis set.

Each atom is followed by the atoms it is bonded to, with distances in Å.
Cartesian coordinates (Å):
1 C 2.84981 0.41872 -0.23328  C2 1.423, C3 1.404, H12 1.117
2 C 1.71250 1.25859 -0.39729  C1 1.423, N11 1.352, H13 1.130
3 C 2.63390 -0.91610 0.14499  C1 1.404, N8 1.285, H14 1.141
4 C -1.06637 -0.89316 -0.24670  C5 1.443, C6 1.394, C7 1.523
5 C 0.33866 -0.61958 -0.06726  C4 1.443, N8 1.323, N11 1.350
6 C -1.76444 0.31140 -0.17451  C4 1.394, N9 1.330, N10 1.501
7 C -1.58556 -2.31751 -0.09835  C4 1.523, H16 1.111, H17 1.161, H18 1.128
8 N 1.42040 -1.33400 0.19738  C3 1.285, C5 1.323
9 N -3.03584 0.56637 -0.46850  C6 1.330, H19 1.015, H20 1.049
10 N -0.73223 1.40046 -0.16148  C6 1.501, N11 1.402, H21 1.064, H22 1.089
11 N 0.48682 0.71129 -0.23464  C2 1.352, C5 1.350, N10 1.402
12 H 3.91584 0.67606 -0.44444  C1 1.117
13 H 1.68006 2.25869 -0.92191  C2 1.130
14 H 3.44043 -1.61315 0.55233  C3 1.141
15 H 1.55736 1.11478 1.88504  no bonds
16 H -2.45124 -2.39499 0.59438  C7 1.111
17 H -0.77614 -2.92056 0.47609  C7 1.161
18 H -1.88091 -2.77867 -1.08486  C7 1.128
19 H -3.59903 -0.27660 -0.51174  N9 1.015
20 H -3.60081 1.44020 -0.33969  N9 1.049
21 H -0.76318 2.07839 0.65866  N10 1.064
22 H -0.77364 1.96180 -1.09388  N10 1.089
23 H 1.99358 1.86756 1.96966  no bonds

2S+1	1
M	152.20	Da
energy above the lowest of the compared OMol25 structures with the same formula, charge and spin	5.336	eV
charge	+2
maximum force	0.0761	Eh/bohr
HOMO	-16.985	eV

7.
C7H12N4O2 in the gas phase. Source: the OMol25 dataset; level of theory: ωB97M-V with the def2-TZVPD basis set.

Each atom is followed by the atoms it is bonded to, with distances in Å.
Cartesian coordinates (Å):
1 C 3.36887 -0.28930 0.67384  C2 1.468, H9 1.215, H10 1.257, O24 1.523
2 C 2.91533 0.58570 -0.41364  C1 1.468, H11 1.039, H12 1.139, N20 1.438
3 C -0.44659 -0.46917 -0.25645  N21 1.282, N22 1.379, N23 1.379
4 C -2.84503 -1.25275 -0.15077  C5 1.631, H14 1.154, H15 1.068, N22 1.616
5 C -2.95055 0.14410 0.68498  C4 1.631, C6 1.586, H16 1.132, H17 1.163
6 C -2.13700 1.26013 -0.09505  C5 1.586, H18 1.144, H19 1.207, N23 1.405
7 C 0.53918 1.68481 -0.07765  N20 1.449, N23 1.576, O25 1.238
8 H 2.25550 -1.92177 -0.23601  O24 0.983
9 H 2.77474 -0.27128 1.73297  C1 1.215
10 H 4.62410 -0.33357 0.71163  C1 1.257
11 H 3.12726 1.59291 -0.27158  C2 1.039
12 H 3.34811 0.12300 -1.36036  C2 1.139
13 H -1.18994 -2.18674 -1.27004  N22 1.144
14 H -3.34269 -2.12043 0.42416  C4 1.154
15 H -3.27533 -0.94656 -1.07915  C4 1.068
16 H -3.98189 0.45277 1.03613  C5 1.132
17 H -2.39902 -0.13166 1.67070  C5 1.163
18 H -2.01715 2.24972 0.46536  C6 1.144
19 H -2.45658 1.33107 -1.25639  C6 1.207
20 N 1.47883 0.63912 -0.42657  C2 1.438, C7 1.449, N21 1.416
21 N 0.82615 -0.61272 -0.31363  C3 1.282, N20 1.416
22 N -1.26943 -1.57424 -0.30683  C3 1.379, C4 1.616, H13 1.144
23 N -0.79496 0.84707 -0.03473  C3 1.379, C6 1.405, C7 1.576
24 O 3.12194 -1.70755 0.17692  C1 1.523, H8 0.983
25 O 0.72614 2.90732 -0.02783  C7 1.238

2S+1	1
M	184.20	Da
SMILES	O=c1n(CCO)nc2n1CCCN2
energy above the lowest of the compared OMol25 structures with the same formula, charge and spin	3.557	eV
charge	0
maximum force	0.0960	Eh/bohr
HOMO	-8.282	eV

8.
2 unconnected molecules or ions with the total composition C7H12N4O4. Source: the OMol25 dataset; level of theory: ωB97M-V with the def2-TZVPD basis set.

Each atom is followed by the atoms it is bonded to, with distances in Å.
Cartesian coordinates (Å):
1 C -0.82096 1.90114 1.72756  C2 1.370, N11 1.359, H16 1.124
2 C -1.16211 0.67482 1.22005  C1 1.370, N8 1.400, N9 1.492
3 C 1.99226 0.91676 -2.94897  O12 1.143, O13 1.147
4 C 0.27970 -0.72213 -0.19123  C5 1.727, N8 1.359, N10 1.279
5 C 0.83998 -1.39183 1.29889  C4 1.727, H17 1.022, H18 1.159, H19 1.008
6 C -1.65039 0.43341 -1.08038  N8 1.462, H20 1.192, H21 1.070, H22 1.035
7 C 1.53045 -2.24598 -1.40464  N10 1.428, H23 1.145, H24 1.132, H25 1.039
8 N -0.66952 0.23405 -0.01449  C2 1.400, C4 1.359, C6 1.462
9 N -2.33098 -0.04350 1.80661  C2 1.492, O14 1.230, O15 1.225
10 N 0.54340 -1.21583 -1.34131  C4 1.279, C7 1.428
11 N 0.27999 2.62269 1.38841  C1 1.359, H26 1.004, H27 1.032
12 O 2.07836 0.37561 -3.95256  C3 1.143
13 O 2.06493 1.49048 -1.95815  C3 1.147
14 O -2.74385 0.42328 2.86696  N9 1.230
15 O -2.71252 -1.07968 1.27581  N9 1.225
16 H -1.46664 2.27150 2.56982  C1 1.124
17 H 1.70718 -1.93259 1.32590  C5 1.022
18 H 0.00840 -1.97215 1.86032  C5 1.159
19 H 0.86087 -0.50968 1.78664  C5 1.008
20 H -1.96511 1.55836 -1.31738  C6 1.192
21 H -1.24449 0.07653 -2.00423  C6 1.070
22 H -2.55027 -0.01189 -0.83037  C6 1.035
23 H 1.85356 -2.42407 -2.48856  C7 1.145
24 H 2.52542 -1.92598 -0.97048  C7 1.132
25 H 1.36873 -3.20699 -1.04461  C7 1.039
26 H 0.77246 2.19099 0.62702  N11 1.004
27 H 0.61113 3.51269 1.79335  N11 1.032

2S+1	3
M	216.20	Da
energy above the lowest of the compared OMol25 structures with the same formula, charge and spin	0.000	eV
charge	0
maximum force	0.1128	Eh/bohr
⟨S²⟩	2.01
HOMO (spin up / spin down)	-5.882 / -9.234	eV